1.
# C52H58Br2F3N7O5

A cluster of 8 separate species, C52H58Br2F3N7O5 in total at a distorted geometry (wB97M-V/def2-TZVPD, the OMol25 dataset).

Atoms and positions in Å:
C (3.554153, 1.400372, -1.705704)
C (2.791122, 1.507290, -3.100171)
O (2.853145, 2.549291, -3.808799)
O (1.999965, 0.402092, -3.489500)
C (0.886506, 0.789254, -4.336035)
C (-0.175386, 1.773839, -3.651487)
C (-1.125332, 1.056703, -2.552574)
C (-0.304612, 0.397409, -1.328060)
C (-0.965627, 0.616383, 0.129069)
C (0.032800, 1.481094, 1.055378)
C (1.238224, 0.649223, 1.711921)
C (1.738713, 1.677614, 2.876905)
O (1.858147, 2.905899, 2.645126)
O (2.056053, 1.036623, 4.131677)
C (1.886391, -0.381153, 3.903853)
C (3.107114, -1.380435, 4.159789)
Br (2.689244, -2.952338, 5.332923)
C (4.421610, -1.207898, 3.624781)
C (5.640156, -2.213036, 3.878665)
Br (4.853396, 0.370715, 2.466350)
C (0.930510, -0.638016, 2.613365)
C (1.078655, -2.104017, 2.002525)
O (0.184488, -2.385279, 0.887587)
C (-0.125124, -3.778909, 0.864885)
F (0.999702, -4.603329, 1.074973)
F (-1.203715, -4.100388, 1.739696)
F (-0.574459, -4.059758, -0.458186)
H (3.279378, 2.235464, -0.968621)
H (3.270448, 0.414585, -1.175692)
H (4.688170, 1.364124, -1.893789)
H (1.235036, 1.294207, -5.311365)
H (0.303491, -0.147560, -4.668651)
H (-0.827723, 2.206375, -4.501831)
H (0.315219, 2.655688, -3.097600)
H (-1.816352, 1.899724, -2.164949)
H (-1.842035, 0.316246, -3.078585)
H (-0.247070, -0.727164, -1.513904)
H (0.766015, 0.816124, -1.299988)
H (-1.249644, -0.341395, 0.678360)
H (-1.928496, 1.244845, 0.003458)
H (-0.546306, 1.983406, 1.898945)
H (0.521176, 2.268949, 0.366418)
H (2.056566, 0.421399, 0.951576)
H (1.151115, -0.664316, 4.752084)
H (5.930297, -2.660770, 2.852344)
H (6.540682, -1.547724, 4.166453)
H (5.424844, -3.027872, 4.641074)
H (-0.148563, -0.450486, 2.977064)
H (0.787263, -2.837732, 2.849309)
H (2.174985, -2.300673, 1.753683)
C (-3.516625, -5.810389, 0.888962)
C (-3.034582, -6.180357, -0.358156)
C (-3.598961, -7.284168, -0.977430)
N (-4.584346, -8.020838, -0.439674)
C (-5.031106, -7.642381, 0.768101)
C (-4.536296, -6.553360, 1.467280)
H (-3.103449, -4.953773, 1.404716)
H (-2.239941, -5.624807, -0.838305)
H (-3.258511, -7.611430, -1.954485)
H (-5.825775, -8.256393, 1.179979)
H (-4.936869, -6.292788, 2.439084)
C (-1.729212, 6.707848, -0.252913)
C (-2.603833, 5.640381, -0.384292)
C (-2.082157, 4.405374, -0.734127)
N (-0.776402, 4.177778, -0.957476)
C (0.046581, 5.231354, -0.825023)
C (-0.375755, 6.503915, -0.476297)
H (-2.099190, 7.690184, 0.020604)
H (-3.666198, 5.764859, -0.218861)
H (-2.727260, 3.539359, -0.846710)
H (1.095507, 5.023973, -1.012892)
H (0.335534, 7.314943, -0.382254)
C (-1.937990, 3.615906, 6.142995)
C (-2.821233, 2.554200, 6.002924)
C (-2.308798, 1.318035, 5.644766)
N (-1.004882, 1.085962, 5.420863)
C (-0.171844, 2.130907, 5.561593)
C (-0.585188, 3.404213, 5.919500)
H (-2.300966, 4.598827, 6.423342)
H (-3.883439, 2.684124, 6.168624)
H (-2.958725, 0.457000, 5.526028)
H (0.873743, 1.915317, 5.373073)
H (0.131687, 4.209341, 6.020017)
C (-7.685794, 8.560359, 1.161355)
C (-6.967651, 9.081910, 0.095140)
C (-5.855962, 8.385005, -0.349556)
N (-5.428908, 7.233761, 0.193768)
C (-6.140808, 6.752131, 1.225104)
C (-7.267851, 7.370998, 1.740675)
H (-8.562690, 9.075891, 1.537501)
H (-7.264699, 10.008354, -0.380124)
H (-5.263724, 8.750612, -1.182194)
H (-5.772338, 5.821967, 1.646540)
H (-7.804771, 6.935170, 2.573882)
C (6.727942, 4.549896, -5.307411)
C (5.646355, 3.863433, -4.774547)
C (4.626952, 4.597382, -4.187971)
N (4.627915, 5.940036, -4.102158)
C (5.687579, 6.578606, -4.624390)
C (6.752859, 5.935728, -5.233773)
H (7.544325, 4.010347, -5.775734)
H (5.594969, 2.782341, -4.813942)
H (3.756700, 4.102384, -3.759401)
H (5.663153, 7.660647, -4.539358)
H (7.581179, 6.503073, -5.639905)
C (6.117075, -6.779873, 3.539410)
C (7.081353, -7.138761, 2.608809)
C (6.940830, -6.679249, 1.308992)
N (5.922540, -5.908609, 0.894689)
C (5.002758, -5.577609, 1.814380)
C (5.054818, -5.982493, 3.138472)
H (6.192440, -7.118412, 4.567098)
H (7.923199, -7.760702, 2.886387)
H (7.670434, -6.930143, 0.545954)
H (4.189623, -4.956128, 1.451922)
H (4.284313, -5.682770, 3.838292)
C (-5.138882, -6.467687, -5.904192)
C (-5.209068, -7.030866, -4.638338)
C (-4.659894, -8.289018, -4.449365)
N (-4.065597, -8.998813, -5.422037)
C (-4.012840, -8.431591, -6.637434)
C (-4.528492, -7.178675, -6.927497)
H (-5.556050, -5.484205, -6.091761)
H (-5.679118, -6.504871, -3.816596)
H (-4.687130, -8.770204, -3.476732)
H (-3.529354, -9.027769, -7.404830)
H (-4.455544, -6.769391, -7.927426)

Atoms 1-3, force components in eV/Å:
-0.18 -1.41 0.01
-0.30 2.24 -1.51
-0.74 -4.52 2.62

Calculated values
LUMO level ... -0.25 eV
2S+1 ... 1
Highest occupied orbital energy ... -9.197 eV
SMILES ... CC(=O)OCCCCCC[C@H]1C(=O)O[C@H](/C(Br)=C(/C)Br)[C@@H]1COC(F)(F)F.c1ccncc1.c1ccncc1.c1ccncc1.c1ccncc1.c1ccncc1.c1ccncc1.c1ccncc1



2.
# C52H58ClN4O12Pb

A structure of composition C52H58ClN4O12Pb at a distorted geometry (wB97M-V/def2-TZVPD, the OMol25 dataset).

Atoms and positions in Å:
Pb (-19.940653, 6.041257, -17.920666)
C (-20.045125, -2.860644, -13.320066)
C (-20.315887, -4.210828, -14.195430)
C (-21.518790, -4.891279, -13.529995)
C (-19.046391, -5.242385, -14.289241)
C (-19.095650, -5.782040, -15.623915)
C (-18.146001, -6.722041, -16.028317)
C (-17.397458, -7.194140, -15.030412)
C (-17.383712, -6.727232, -13.801262)
C (-16.389351, -7.027530, -12.792933)
C (-15.361023, -6.044795, -12.622068)
C (-15.615886, -8.290656, -13.113220)
C (-18.273320, -5.631854, -13.284665)
N (-18.271022, -5.226972, -12.011452)
C (-19.080146, -5.890960, -11.034397)
C (-19.305749, -5.444276, -9.719037)
N (-19.156084, -4.132713, -9.395886)
C (-19.088763, -3.600467, -8.173934)
C (-20.039028, -2.694965, -7.595103)
C (-19.859064, -2.361272, -6.235130)
C (-18.953476, -3.002107, -5.211725)
C (-17.918114, -3.558359, -5.981819)
C (-18.051629, -3.973088, -7.268498)
C (-17.188075, -4.937037, -7.759514)
C (-16.307897, -5.634753, -6.611649)
C (-16.076875, -4.444606, -8.934406)
C (-21.192327, -2.677908, -8.487216)
C (-21.429832, -1.780405, -9.926110)
C (-22.663189, -2.717555, -7.793782)
C (-20.387963, -6.308010, -9.002336)
C (-20.900498, -6.321300, -7.682169)
C (-21.850318, -7.367276, -7.368885)
C (-21.822628, -8.522331, -7.971198)
C (-21.048122, -8.616923, -9.168132)
C (-21.411552, -9.598200, -10.330906)
C (-20.785530, -9.352162, -11.480365)
C (-20.133735, -8.194225, -11.940716)
C (-19.796585, -7.325464, -11.032595)
C (-20.485886, -7.498990, -9.743975)
H (-20.934918, -2.424672, -13.236824)
H (-19.396961, -2.154477, -13.606483)
H (-19.999700, -2.941658, -12.259267)
H (-20.653683, -3.821663, -15.154034)
H (-21.993514, -4.965574, -12.587577)
H (-21.561928, -6.045508, -13.874077)
H (-22.672955, -4.698382, -13.930358)
H (-19.060161, -4.726607, -15.993859)
H (-18.319586, -6.977311, -16.898961)
H (-16.531714, -7.973515, -15.340818)
H (-16.945095, -7.185419, -11.890728)
H (-15.128533, -5.722826, -13.545547)
H (-14.583332, -6.472246, -11.897674)
H (-15.811779, -5.159346, -11.951354)
H (-14.893027, -8.245215, -14.026271)
H (-16.218469, -9.012775, -13.148560)
H (-15.107220, -8.508649, -12.108055)
H (-20.741922, -1.791254, -5.810106)
H (-19.258240, -2.712588, -4.116608)
H (-16.969306, -3.706916, -5.312812)
H (-17.521487, -5.683938, -8.493096)
H (-15.701809, -4.975281, -6.066881)
H (-15.307428, -6.497901, -7.168542)
H (-16.948776, -6.469758, -6.092347)
H (-15.253085, -4.029644, -8.410364)
H (-16.746841, -3.575432, -9.270663)
H (-16.042358, -5.194389, -9.737237)
H (-21.306330, -3.670975, -8.916830)
H (-21.843467, -2.319684, -10.778972)
H (-20.494368, -1.349469, -10.387122)
H (-22.138617, -0.873877, -9.607998)
H (-23.213964, -2.745255, -8.755709)
H (-23.197711, -1.713717, -7.615535)
H (-22.802283, -3.753199, -7.711675)
H (-20.663137, -5.492075, -6.850862)
H (-22.075035, -7.526688, -6.174412)
H (-22.202378, -9.352647, -7.397619)
H (-22.266049, -10.273654, -10.090687)
H (-20.972977, -10.112638, -12.342417)
H (-19.624506, -7.925842, -12.741797)
O (-29.371517, 2.548752, -20.786516)
H (-28.822347, 2.450693, -19.983569)
H (-30.055450, 1.882967, -20.653707)
O (-17.962859, -2.713250, -0.903864)
H (-18.878140, -2.910025, -1.582084)
H (-17.752184, -3.621510, -0.797297)
O (-24.800954, 6.336821, -11.750659)
H (-25.587747, 5.825156, -11.728761)
H (-24.084759, 5.810932, -11.400960)
H (-20.825094, 7.817055, -17.683791)
O (-21.699662, 4.887132, -18.391205)
C (-22.182400, 4.961343, -19.579285)
O (-21.681760, 5.727318, -20.455990)
C (-23.419034, 4.165612, -19.901978)
C (-24.330975, 3.635710, -18.980224)
C (-25.468246, 3.081434, -19.461949)
C (-25.915301, 3.175210, -20.750944)
C (-24.968985, 3.659113, -21.716230)
C (-23.751764, 4.041651, -21.233179)
N (-25.363656, 3.817796, -23.145811)
O (-26.487287, 3.593264, -23.403541)
O (-24.501679, 4.155270, -23.951303)
N (-26.520775, 2.501672, -18.500885)
O (-27.399202, 1.893804, -19.078718)
O (-26.284718, 2.608816, -17.337158)
H (-23.996024, 3.672294, -17.934087)
H (-26.871553, 2.862412, -21.142760)
H (-23.092523, 4.515771, -21.929118)
C (-18.242463, 9.554222, -14.889424)
C (-19.325320, 9.840111, -13.819918)
C (-19.517855, 11.130428, -13.317126)
C (-20.548967, 11.357287, -12.438785)
Cl (-20.634621, 12.880470, -11.494757)
C (-21.357252, 10.361308, -12.014459)
C (-21.176833, 9.038473, -12.524393)
C (-20.160965, 8.759541, -13.399522)
O (-19.801615, 7.544827, -13.900890)
C (-20.412834, 6.335321, -13.444633)
C (-20.487775, 5.363312, -14.732268)
O (-21.356478, 4.439445, -14.664877)
O (-19.620496, 5.506531, -15.622179)
H (-17.562167, 10.428742, -14.989845)
H (-18.745870, 9.431846, -15.798594)
H (-17.672849, 8.576834, -14.560020)
H (-18.787418, 11.898025, -13.607962)
H (-22.152110, 10.616661, -11.263578)
H (-21.763871, 8.174767, -12.214252)
H (-21.483724, 6.493684, -13.213429)
H (-19.801634, 5.895867, -12.666578)

Atoms 1-3, force components in eV/Å:
1.22 1.33 0.18
-0.38 -4.72 0.15
1.55 1.67 3.74

Calculated values
Energy above the lowest of the compared OMol25 structures with the same formula, charge and spin ... 1305.85 kJ/mol
LUMO level ... -0.88 eV
2S+1 ... 1
Highest occupied orbital energy ... -5.381 eV
Charge ... -1



3.
# C52H59CsN3O6PS2Te

A structure of composition C52H59CsN3O6PS2Te at a distorted geometry (wB97M-V/def2-TZVPD, the OMol25 dataset).

Atoms and positions in Å:
Cs (0.012170, 0.433461, 0.142491)
C (-1.466377, 2.724236, -3.986621)
C (-0.733844, 3.817610, -3.208914)
C (0.771748, 3.636498, -3.408988)
C (-1.096579, 3.822543, -1.736282)
C (-2.258180, 3.227749, -1.258860)
C (-2.586287, 3.273233, 0.085917)
C (-1.768979, 3.916157, 1.002583)
C (-2.087259, 3.961339, 2.466808)
C (-0.610633, 4.515083, 0.528257)
C (-0.282914, 4.470591, -0.811078)
H (-1.050828, 2.621881, -4.989057)
H (-2.525589, 2.948459, -4.084997)
H (-1.355328, 1.770724, -3.479840)
H (-1.022497, 4.793969, -3.632798)
H (1.092642, 2.740086, -2.885552)
H (1.339181, 4.489560, -3.043779)
H (0.987885, 3.521556, -4.469959)
H (-2.925411, 2.712798, -1.929527)
H (-3.505992, 2.806394, 0.417344)
H (-1.423024, 3.270390, 2.987232)
H (-3.121125, 3.675553, 2.661116)
H (-1.911677, 4.960589, 2.868491)
H (0.041971, 5.028802, 1.220539)
H (0.621490, 4.967117, -1.132292)
O (-3.116835, -0.055851, -2.447433)
S (-1.940320, -0.636962, -1.852708)
O (-0.704631, 0.111564, -2.135632)
O (-2.074111, -0.874815, -0.411181)
C (-1.688028, -2.245115, -2.594582)
C (-2.811643, -2.945864, -2.979802)
C (-2.679592, -4.177435, -3.598887)
C (-1.408264, -4.682158, -3.828647)
C (-0.287425, -3.976762, -3.423444)
C (-0.406717, -2.739835, -2.782747)
P (1.032863, -1.689798, -2.298692)
C (1.261821, -0.926949, -3.969972)
C (1.940602, 0.286832, -4.008667)
C (2.199847, 0.927492, -5.208577)
C (1.764416, 0.365863, -6.397676)
C (1.088137, -0.841974, -6.372143)
C (0.843977, -1.485959, -5.171767)
C (2.361104, -2.966031, -2.482428)
C (3.512686, -2.736267, -3.227998)
C (4.529090, -3.673570, -3.282787)
C (4.411698, -4.865558, -2.588509)
C (3.281476, -5.097362, -1.820156)
C (2.280121, -4.148755, -1.749560)
H (-3.770836, -2.486392, -2.798572)
H (-3.553824, -4.738303, -3.898537)
H (-1.285504, -5.630678, -4.337240)
H (0.692939, -4.389985, -3.619570)
H (2.245636, 0.733309, -3.072234)
H (2.742492, 1.865406, -5.218958)
H (1.946236, 0.868607, -7.339021)
H (0.751998, -1.290575, -7.297771)
H (0.320279, -2.429850, -5.183940)
H (3.601316, -1.825777, -3.806345)
H (5.401605, -3.484446, -3.896530)
H (5.188180, -5.615427, -2.657367)
H (3.171150, -6.033187, -1.287975)
H (1.406668, -4.325915, -1.139748)
O (0.758239, -2.364855, 0.273028)
H (1.125997, -1.636063, 0.790049)
H (-0.108318, -2.517804, 0.671379)
O (-1.785339, -2.401624, 1.810082)
H (-1.959411, -1.905867, 0.985707)
H (-2.224288, -1.881460, 2.485893)
C (2.650607, -6.677956, 8.155917)
C (2.286469, -5.614584, 7.156230)
C (3.098821, -4.513314, 6.940178)
C (2.761894, -3.541670, 6.005806)
C (3.669856, -2.359829, 5.824783)
C (1.597078, -3.654802, 5.242246)
Te (0.922142, -1.987067, 3.713033)
N (0.833647, -0.206107, 2.654356)
C (0.749502, 1.064596, 2.855959)
O (0.606254, 1.870723, 1.902341)
C (0.856152, 1.678301, 4.232580)
C (0.588056, 1.018479, 5.421749)
C (0.763850, 1.661938, 6.634078)
C (1.178649, 2.980807, 6.670959)
C (1.389816, 3.664001, 5.484756)
C (1.236735, 3.014880, 4.277753)
C (2.669549, -2.517610, 2.648241)
C (2.711058, -3.838958, 2.221822)
C (3.731742, -4.296135, 1.412831)
C (4.710558, -3.411506, 0.987576)
C (4.686038, -2.102844, 1.430802)
C (3.687132, -1.640677, 2.282568)
C (3.766642, -0.240120, 2.800247)
C (0.762386, -4.748921, 5.485232)
C (-0.540764, -4.920860, 4.754624)
C (1.114670, -5.713264, 6.422247)
H (3.602934, -6.453045, 8.634799)
H (2.729566, -7.648731, 7.662925)
H (1.885843, -6.758633, 8.930899)
H (4.011327, -4.411326, 7.516900)
H (4.340051, -2.243910, 6.676775)
H (3.077343, -1.449079, 5.713697)
H (4.275334, -2.480939, 4.925386)
H (0.246690, -0.009788, 5.405778)
H (0.567254, 1.128938, 7.553273)
H (1.332149, 3.470853, 7.621629)
H (1.671882, 4.705871, 5.504549)
H (1.398502, 3.517900, 3.336880)
H (1.920862, -4.509748, 2.539325)
H (3.754513, -5.330384, 1.099144)
H (5.502244, -3.742197, 0.327419)
H (5.469816, -1.419329, 1.129149)
H (4.805740, 0.055922, 2.942469)
H (3.238990, -0.142913, 3.746195)
H (3.305865, 0.449702, 2.095518)
H (-0.574250, -4.296939, 3.862901)
H (-1.373125, -4.636594, 5.401908)
H (-0.683530, -5.962043, 4.465646)
H (0.460910, -6.563021, 6.587486)
N (5.087505, 0.476480, -2.507690)
C (4.818279, 0.690725, -1.191400)
N (5.897951, 0.815370, -0.366215)
S (3.284884, 0.831901, -0.610135)
H (5.987045, 0.100685, -2.765327)
H (4.298261, 0.172667, -3.059998)
H (6.790420, 1.081920, -0.751815)
H (5.679887, 1.154653, 0.556970)

Atoms 1-3, force components in eV/Å:
1.33 1.02 0.03
-0.01 0.17 0.04
0.02 -0.04 -0.29

Calculated values
LUMO level (alpha / beta) ... 1.72 / 1.72 eV
2S+1 ... 2
Highest occupied orbital energy (alpha / beta) ... -4.285 / -5.077 eV
Charge ... -1



Q: 2S+1 of number 2 (C52H58ClN4O12Pb)?
A: 1



Q: What is the formula in the second record?
A: C52H58ClN4O12Pb



Q: Among the records above, which one has the highest 2S+1?
A: C52H59CsN3O6PS2Te